1.
2 unconnected molecules or ions with the total composition C4H11N3O2 at a distorted geometry, computed with ωB97M-V with the def2-TZVPD basis set.

```
20
Properties=species:S:1:pos:R:3:forces:R:3:mulliken_charge:R:1
H 1.284319 -0.773982 -1.858270 0.06 0.02 0.30 0.2502
N 0.450994 -0.195523 -1.862072 -0.23 0.02 -0.23 -0.6579
C -0.575079 -0.954774 -1.937251 0.27 0.77 0.08 0.5079
N -1.806841 -0.439707 -2.228622 -0.93 -0.92 0.11 -0.4254
N -0.537558 -2.328107 -1.651564 0.19 -0.62 0.07 -0.3853
C -0.535498 -2.678441 -0.233618 -0.10 0.04 0.27 -0.6606
H -1.999099 0.475927 -2.582203 0.52 0.22 -0.01 0.2008
H -2.610871 -1.018114 -2.037571 0.15 0.19 -0.08 0.1838
H -1.174172 -2.924820 -2.163945 -0.09 0.39 -0.12 0.2721
H 0.028409 -1.948581 0.339781 0.12 0.11 -0.15 0.1358
H -0.077133 -3.647060 -0.048877 0.04 -0.10 -0.20 0.3216
H -1.547989 -2.699731 0.180944 -0.05 -0.02 0.09 0.2826
C -0.078142 0.738208 2.192377 -0.82 0.01 0.61 -0.8115
C 0.940273 1.832195 2.013387 -0.16 -0.45 -1.04 0.7470
O 1.584077 2.356061 2.869104 0.03 -0.11 0.35 -0.5365
O 1.110644 2.221162 0.728728 0.63 0.79 -0.02 -0.4827
H 0.226941 -0.287645 1.994477 0.65 0.19 0.02 0.1149
H -0.909132 0.897685 1.518991 -0.29 0.18 -0.25 0.3273
H -0.480217 0.784068 3.205420 0.17 -0.06 -0.02 0.2926
H 0.479760 1.940649 0.058484 -0.15 -0.66 0.23 0.3234
```
Forces are in eV/Å.

Calculated values
**Structure (SMILES)**: [H]/N=C(/N)NC.CC(=O)O
**M**: 133.2 g/mol
**HOMO-LUMO gap**: 9.9 eV

2.
C23H27N3O5S in the gas phase at a distorted geometry, computed with ωB97M-V with the def2-TZVPD basis set.

```
59
Properties=species:S:1:pos:R:3:forces:R:3:mulliken_charge:R:1
C 2.100809 -4.341633 -1.475428 -0.23 0.29 0.17 -1.1500
C 0.844888 -3.491446 -1.346248 0.15 -0.22 -0.60 -0.3537
O 0.836350 -2.752289 -0.126454 -0.01 0.14 0.29 -0.2517
C 1.522630 -1.604804 -0.106702 0.11 0.14 -0.15 0.7880
O 2.114784 -1.190700 -1.094355 -0.06 -0.17 -0.08 -0.7903
C 1.480553 -0.882795 1.158276 0.20 0.39 0.03 0.4483
C 2.083821 0.366338 1.239946 -0.11 -0.05 0.16 -0.0296
N 2.742697 1.002408 0.221033 0.31 -0.27 -0.08 0.0569
C 3.182363 2.278390 0.347974 0.01 -0.23 0.08 0.8486
O 3.098489 2.899513 1.386230 0.26 0.28 -0.38 -0.6122
C 3.800835 2.848173 -0.929342 0.18 0.22 0.01 0.0323
O 4.947681 3.217383 -1.027543 -0.14 -0.07 0.21 -0.6166
N 2.921558 2.924931 -1.964571 0.14 0.38 -1.22 -0.3173
N 1.650758 2.494816 -1.833446 -0.68 -0.01 0.31 -0.0406
C 0.792255 2.586245 -2.774851 0.67 0.24 -0.10 0.8301
C 1.070655 3.173043 -4.133422 0.13 -0.02 0.23 -1.8813
C -0.540937 2.067148 -2.467305 -0.58 -0.17 0.07 -0.1529
C -0.694817 1.096607 -1.470908 -0.09 0.07 -0.16 0.0100
C -1.932920 0.590910 -1.159921 -0.23 0.01 -0.02 -0.3425
C -3.074765 1.048415 -1.826042 0.22 0.09 -0.03 0.8087
O -4.250319 0.486009 -1.446365 0.29 -0.08 0.12 -0.4494
C -5.438018 0.911270 -2.070963 -0.19 0.07 -0.11 -0.9042
C -2.934802 2.024726 -2.807342 -0.46 -0.15 0.09 -0.7128
C -1.682322 2.520002 -3.122496 0.43 -0.08 0.15 -0.8664
S 1.900675 1.113193 2.769316 -0.43 -0.74 0.25 -0.4238
C 1.018820 -0.274384 3.347131 0.30 0.06 -0.38 1.0833
C 0.865876 -1.241377 2.403265 0.09 0.11 0.31 -0.6248
C 0.114294 -2.501890 2.702807 -0.21 -0.02 -0.16 -1.0116
C -1.359454 -2.227819 3.026977 0.06 -0.24 0.23 -0.4543
C -1.598536 -1.750436 4.458541 -0.14 0.25 -0.23 -0.8149
C -1.045582 -0.361020 4.769239 0.08 -0.18 0.24 -0.5825
C 0.485748 -0.290998 4.738440 -0.23 0.15 -0.05 -1.1584
H 2.977626 -3.701330 -1.531457 0.07 0.00 -0.03 0.3087
H 2.199172 -5.000902 -0.616163 0.02 -0.10 0.04 0.3016
H 2.043934 -4.940885 -2.379584 0.01 -0.09 -0.10 0.3992
H -0.050545 -4.115129 -1.301282 0.08 0.11 -0.01 0.3692
H 0.770896 -2.792575 -2.185972 -0.08 -0.15 0.14 0.2982
H 2.769356 0.468450 -0.651937 0.00 0.25 0.17 0.3550
H 3.260267 3.350919 -2.829071 -0.01 -0.14 0.30 0.2146
H 0.321863 2.853803 -4.850884 0.01 0.01 -0.05 0.4405
H 2.045404 2.846028 -4.496354 0.04 0.01 -0.07 0.4856
H 1.071180 4.262725 -4.084152 0.02 0.07 -0.07 0.3686
H 0.182735 0.742032 -0.958021 0.10 -0.08 0.10 0.4702
H -2.051318 -0.166190 -0.400748 0.00 -0.10 0.11 0.5453
H -5.421362 0.709167 -3.146707 0.01 0.02 0.04 0.3512
H -6.236764 0.333199 -1.609224 0.03 0.07 -0.06 0.2475
H -5.620532 1.977402 -1.903160 0.02 -0.04 -0.02 0.3549
H -3.794197 2.410893 -3.332706 -0.09 0.01 -0.02 0.3904
H -1.611708 3.292407 -3.873510 0.02 0.05 -0.10 0.4157
H 0.175755 -3.171097 1.849596 0.03 -0.03 0.20 0.1877
H 0.578499 -2.999041 3.559485 0.02 -0.08 0.01 0.4438
H -1.751809 -1.490011 2.324427 -0.07 0.00 -0.08 0.1454
H -1.921279 -3.153804 2.882913 -0.05 0.01 -0.05 0.3993
H -1.159532 -2.472315 5.152250 -0.02 -0.06 0.06 0.3280
H -2.676501 -1.737949 4.640507 0.01 -0.05 0.07 0.3601
H -1.450833 0.363070 4.059869 -0.03 0.08 0.01 0.3461
H -1.383870 -0.074732 5.767722 -0.04 0.05 0.00 0.3672
H 0.816349 0.616523 5.245898 0.04 -0.05 0.13 0.4536
H 0.893149 -1.148586 5.282795 0.06 0.04 0.09 0.2882
```
Forces are in eV/Å.

Calculated values
**Structure (SMILES)**: CCOC(=O)c1c(NC(=O)C(=O)N/N=C(\C)c2ccc(OC)cc2)sc2c1CCCCC2
**M**: 457.6 g/mol
**HOMO-LUMO gap**: 8.4 eV

3.
A molecular structure, C50H70I2N2O23P2S2 at a distorted geometry, computed with ωB97M-V with the def2-TZVPD basis set.

```
151
Properties=species:S:1:pos:R:3:forces:R:3:mulliken_charge:R:1
C -4.940034 -2.665479 -2.014381 -0.76 -0.04 -0.58 -0.8740
C -4.615455 -1.748444 -3.270990 -1.21 -0.66 1.13 -0.1366
S -2.867589 -1.808926 -3.838367 0.03 -0.20 -0.16 -0.0866
C -1.753464 -2.445577 -2.530537 0.46 0.63 0.91 -0.3889
C -1.145091 -1.362564 -1.571828 2.33 0.08 1.45 -0.2363
C 0.179525 -1.644225 -0.972441 -1.77 2.39 0.10 0.5738
P 1.162137 -3.195610 -1.263301 -0.08 0.76 1.31 -0.4095
P 1.905182 -3.339157 -3.307098 -0.35 -2.60 -2.46 0.9851
O 1.363439 -4.612480 -3.912964 0.49 1.68 0.74 -0.7242
O 1.548856 -2.046531 -4.284778 1.44 -1.55 1.07 -0.0847
O 3.571678 -3.585820 -3.184610 -1.81 1.18 0.63 -0.4931
C 0.815351 -0.627087 -0.018048 -1.79 1.76 -0.36 0.6777
C 2.207812 -0.829873 0.645812 1.17 0.43 0.68 -1.2457
C 3.317882 0.131919 0.053424 0.42 0.62 -1.25 0.5383
O 3.359237 0.435842 -1.120390 -0.45 -0.46 1.01 -0.5646
O 4.307432 0.650634 0.893005 -1.54 -0.74 0.15 -0.4598
C 0.113913 0.614809 0.318348 1.01 -0.36 -0.62 0.4719
C 0.736180 1.642188 1.329120 -1.35 -2.12 1.43 -1.3795
I 1.985725 3.267187 0.685278 -0.83 -0.62 0.20 -0.0348
C 0.445749 1.443638 2.661597 1.07 1.39 -0.79 0.1555
C 0.902341 2.331881 3.884865 -0.97 -0.88 -0.16 -0.4807
I -0.774628 -0.280088 3.201210 0.63 1.07 -0.08 0.0165
C -1.232428 0.964854 -0.236397 2.05 -1.68 -0.05 1.0293
N -1.956128 2.101393 0.046985 -0.21 -3.41 -2.00 -0.6075
S -3.350651 1.835082 -0.846677 1.66 -1.28 -0.15 0.1640
N -3.053097 0.373401 -1.592042 1.65 0.62 1.54 -0.1560
C -1.797458 -0.075258 -1.182759 -1.37 1.78 0.55 0.2452
H -5.996980 -3.044476 -2.165199 1.16 0.42 0.26 0.0303
H -4.297188 -3.584930 -1.979542 -0.57 0.96 0.10 0.4130
H -4.952600 -2.082623 -1.056564 0.46 -0.57 -0.86 0.1907
H -5.251889 -2.141062 -4.120263 1.04 0.42 0.73 0.3833
H -4.980964 -0.717518 -3.011681 0.87 -0.89 -0.47 0.1247
H -2.185074 -3.255350 -1.883932 0.13 0.70 -0.72 0.4529
H -0.878215 -2.913338 -3.075310 -1.17 0.53 0.40 -0.1743
H 0.220847 -4.273122 -1.110618 0.24 0.66 -0.87 0.1236
H 1.863939 -2.325343 -5.180584 -0.14 0.41 0.43 0.0607
H 3.769559 -3.906638 -2.279113 -0.14 0.34 -0.60 0.3004
H 2.203573 -0.617346 1.758199 -0.38 -0.35 -1.22 0.0932
H 2.620618 -1.870683 0.521319 -0.61 0.99 0.04 0.6118
H 4.630561 1.481640 0.490398 -0.18 -0.71 -0.15 0.3949
H 1.229012 1.652092 4.720118 -0.19 0.79 -0.79 0.0484
H 1.696061 3.080725 3.640242 -0.67 -0.89 -0.01 0.1208
H -0.002606 2.888285 4.270504 0.95 -0.57 -0.40 0.2644
O 1.286061 4.404166 6.409647 0.32 0.41 0.43 -0.5616
C 1.443312 5.532748 6.029169 -0.44 -0.65 0.17 0.4806
O 1.771332 6.577512 6.833020 -0.06 -0.43 -0.12 -0.3810
C 1.764995 7.793859 6.059515 0.19 0.27 0.08 -0.0372
C 1.950469 7.348939 4.624532 0.03 0.18 -0.42 -0.7197
C 1.259976 5.997430 4.617212 0.34 0.54 -0.35 0.0913
H 0.809920 8.303175 6.217671 0.01 -0.05 0.01 0.0934
H 2.568722 8.443500 6.391253 -0.13 -0.20 0.17 0.1685
H 1.547620 8.053771 3.897467 0.03 0.03 0.12 0.3537
H 3.015096 7.219228 4.411719 -0.06 0.05 0.03 0.3029
H 0.191821 6.087467 4.407964 0.02 -0.15 -0.03 0.2603
H 1.729043 5.307105 3.925054 -0.25 -0.21 -0.06 0.0081
O 1.701317 -5.001204 4.289507 -0.18 0.43 -0.06 -0.6051
C 1.492381 -4.214705 5.170799 0.39 -0.44 -0.31 0.3982
O 1.250642 -2.894036 4.963049 0.00 -0.42 -0.02 -0.2445
C 1.152831 -2.220229 6.229241 -0.13 0.39 0.21 -0.0175
C 0.805438 -3.301850 7.229931 -0.10 -0.07 0.44 -0.5859
C 1.503444 -4.517899 6.649746 -0.44 0.22 0.28 -0.3708
H 2.112976 -1.745983 6.446399 -0.05 -0.01 -0.04 -0.0695
H 0.384027 -1.450556 6.176755 0.18 0.03 -0.23 0.3160
H 1.113758 -3.061077 8.247578 -0.01 0.09 -0.08 0.3076
H -0.275406 -3.467883 7.236168 0.06 0.05 0.01 0.2901
H 2.538614 -4.594581 6.988957 -0.02 -0.12 -0.07 0.2563
H 0.960172 -5.436245 6.864914 0.31 -0.12 -0.15 0.2927
O 1.715131 0.901511 7.118424 -0.02 -0.47 0.34 -0.4662
C 2.637552 0.868355 7.881320 -0.36 0.56 -0.44 0.4155
O 2.629417 0.170105 9.049257 -0.09 -0.04 -0.25 -0.3858
C 3.840812 0.432185 9.772285 0.22 -0.06 0.33 -0.4756
C 4.833837 0.902029 8.729360 0.45 0.10 -0.07 -0.5273
C 3.940576 1.612136 7.727381 0.46 -0.29 0.16 -0.2793
H 3.637192 1.196723 10.526879 -0.02 -0.02 -0.04 0.2700
H 4.171916 -0.477712 10.272924 -0.25 -0.01 -0.02 0.3314
H 5.622878 1.532608 9.139635 -0.07 -0.06 0.05 0.3242
H 5.306746 0.039135 8.252303 -0.02 0.04 0.07 0.2763
H 3.784015 2.660278 7.990613 -0.10 -0.01 -0.16 0.2495
H 4.323519 1.524683 6.712282 -0.27 0.23 -0.04 0.2594
O 2.719071 10.571347 6.063884 -0.13 0.69 -0.11 -0.5617
C 2.504262 11.348420 6.952960 0.39 -0.37 -0.21 0.5280
O 2.262370 12.669579 6.758567 -0.01 -0.35 -0.09 -0.3608
C 2.156427 13.330556 8.028115 -0.06 0.36 0.22 -0.4442
C 1.803354 12.239258 9.016775 -0.13 -0.06 0.45 -0.5494
C 2.506657 11.029542 8.428360 -0.42 0.22 0.26 -0.3256
H 3.115610 13.803471 8.255350 -0.02 -0.04 -0.04 0.2603
H 1.387407 14.100918 7.976180 0.10 -0.04 -0.24 0.3150
H 2.104976 12.469854 10.038620 0.00 0.06 -0.08 0.3272
H 0.722902 12.072345 9.014664 0.07 0.05 0.01 0.2711
H 3.539724 10.950281 8.773064 -0.02 -0.13 -0.07 0.3027
H 1.962791 10.108289 8.630965 0.30 -0.12 -0.13 0.2288
O 3.095987 -2.023159 -7.368641 -0.04 -0.01 -0.27 -0.6088
C 2.267503 -2.440819 -8.135138 -0.05 0.19 0.38 0.6045
O 2.330625 -2.270502 -9.478257 0.22 0.02 0.40 -0.3869
C 1.135994 -2.789971 -10.084345 -0.30 -0.08 -0.37 -0.4442
C 0.581292 -3.782013 -9.083960 -0.34 -0.34 0.03 -0.6388
C 1.003119 -3.174959 -7.758871 -0.03 -0.38 -0.27 -0.2221
H 0.450295 -1.958933 -10.270004 0.05 0.00 0.04 0.2547
H 1.383776 -3.261565 -11.035096 0.19 0.19 0.05 0.3403
H -0.494305 -3.931410 -9.176856 0.07 0.07 -0.05 0.3478
H 1.068170 -4.752279 -9.214433 -0.04 0.07 -0.02 0.2792
H 0.269481 -2.453742 -7.388320 0.05 0.00 0.10 0.1812
H 1.202074 -3.940383 -7.008900 -0.02 0.26 0.21 0.3306
O -1.502769 1.264978 -8.676937 0.05 -0.35 0.33 -0.6189
C -0.600396 1.237374 -7.886261 -0.38 0.38 -0.32 0.3849
O -0.641308 0.550562 -6.715489 -0.14 0.00 -0.44 -0.2709
C 0.549761 0.816143 -5.959456 0.18 -0.11 0.51 0.1766
C 1.568967 1.268541 -6.973964 0.56 0.16 -0.21 -0.2512
C 0.712798 1.974066 -8.011315 0.41 -0.32 0.18 -0.4546
H 0.325993 1.586838 -5.216862 -0.04 -0.03 -0.03 0.2661
H 0.865306 -0.089206 -5.442467 -0.29 0.06 0.02 -0.1079
H 2.349892 1.899383 -6.549112 -0.05 -0.09 0.06 0.4297
H 2.048122 0.395697 -7.425512 0.04 0.08 0.07 -0.0748
H 0.558600 3.026563 -7.764266 -0.08 -0.01 -0.13 0.2725
H 1.123503 1.872109 -9.014281 -0.25 0.22 -0.04 0.3147
O -5.913973 -4.923758 -3.780681 -0.40 0.23 -0.31 -0.5085
C -7.078303 -5.170237 -3.909708 0.66 -0.16 0.36 0.5161
O -8.013653 -4.244969 -4.259483 0.21 -0.05 0.00 -0.3382
C -9.317385 -4.841810 -4.218110 -0.36 0.06 -0.07 -0.4053
C -9.078758 -6.331462 -4.353797 -0.23 -0.42 -0.04 -0.5137
C -7.734000 -6.508567 -3.671162 -0.40 -0.13 -0.39 -0.4609
H -9.789610 -4.581389 -3.266546 0.03 -0.01 -0.01 0.2524
H -9.925430 -4.448308 -5.032630 0.17 0.17 0.07 0.3156
H -9.875432 -6.936234 -3.919905 0.00 0.10 -0.02 0.3217
H -8.991518 -6.598077 -5.410420 -0.04 0.04 0.07 0.2674
H -7.839957 -6.665711 -2.595752 0.14 -0.02 -0.02 0.2615
H -7.155854 -7.313151 -4.121308 0.19 0.09 0.28 0.3089
O 8.553409 -7.870702 -4.605841 -0.22 0.17 0.40 -0.5676
C 7.529709 -7.246762 -4.607669 0.38 -0.50 -0.28 0.4517
O 6.791667 -7.001155 -3.493116 0.28 -0.05 -0.15 -0.3611
C 5.578088 -6.326973 -3.860062 -0.36 0.13 0.10 -0.0768
C 5.867303 -5.685911 -5.200162 -0.19 0.31 -0.34 -0.4161
C 6.847899 -6.664176 -5.822270 -0.20 0.52 0.11 -0.3879
H 4.773343 -7.064795 -3.917311 0.03 0.02 0.01 0.2309
H 5.325958 -5.588380 -3.100990 0.14 -0.19 0.08 0.0435
H 4.972186 -5.518838 -5.799081 -0.01 0.00 0.13 0.2731
H 6.357104 -4.720000 -5.051216 -0.08 -0.05 0.01 0.2670
H 6.338152 -7.465129 -6.361797 0.14 -0.02 -0.03 0.2634
H 7.564094 -6.161020 -6.469135 0.06 -0.34 -0.06 0.2831
O -5.746190 1.694600 -1.962804 -0.36 -0.50 0.02 -0.5933
C -6.696108 1.106343 -1.521976 0.12 0.44 -0.44 0.4055
O -6.770114 -0.244579 -1.430076 0.11 0.39 0.06 -0.0902
C -8.072705 -0.625105 -0.966127 -0.27 -0.33 0.11 -0.4568
C -8.614387 0.597690 -0.256002 -0.36 0.14 0.27 -0.5582
C -7.980730 1.733496 -1.039005 -0.18 -0.20 0.46 -0.5575
H -8.680620 -0.908701 -1.829766 0.06 0.02 0.00 0.2825
H -7.987158 -1.482651 -0.298726 0.21 -0.01 -0.17 0.3184
H -9.703717 0.634135 -0.231045 0.06 -0.08 -0.03 0.3251
H -8.253556 0.617494 0.775881 -0.03 -0.04 -0.06 0.2813
H -8.583432 2.019577 -1.903458 0.11 0.10 0.00 0.2829
H -7.781577 2.597335 -0.407445 0.07 0.12 -0.32 0.2923
```
Forces are in eV/Å.

Calculated values
**M**: 1447.0 g/mol
**HOMO-LUMO gap**: 7.0 eV

Number 1: HOMO level -0.3446 Eh, energy -12891.73460 eV. Number 2: HOMO level -0.2883 Eh, energy -49832.63759 eV. Number 3: HOMO level -0.2857 Eh, energy -159508.29245 eV.